[1]
This record from the Open Molecules 2025 dataset describes a 14-piece molecular cluster, C51H130O33S5 overall. The level of theory is ωB97M-V with the def2-TZVPD basis set.

Positions of all 219 atoms, in Å:
S 6.92341 0.18219 0.03154
S -2.40009 -6.29960 3.01201
S -4.68321 -0.72315 6.04065
S -0.74729 0.76088 1.82488
S -9.17459 -0.04873 2.14071
O -10.30169 -0.51955 1.29980
O 0.62887 0.31824 1.04298
O 5.62634 0.69259 -0.35936
O 5.24100 -0.47635 -4.29787
O -9.15199 1.23016 2.85375
O 3.76871 -4.79306 -5.18007
O -1.20824 5.92085 2.17486
O 2.09983 2.70212 -5.44667
O 1.35778 -3.76105 1.93191
O 2.43758 6.98467 -0.90960
O 7.04050 -1.34332 -0.49313
O -2.97795 -1.27985 -3.03564
O -7.71115 -0.26062 1.39454
O 3.57359 -1.95604 3.18944
O -4.10420 -2.49971 -5.44458
O -4.94483 3.54479 -0.63830
O 3.27829 -0.07326 6.59706
O -3.36255 -7.37309 3.15671
O 1.42310 2.29463 5.52899
O 1.66901 4.30314 -0.23202
O 7.36622 0.28291 1.41483
O 7.56667 -2.20788 -4.40384
O -2.99434 -5.17270 1.99624
O -3.24227 3.91291 3.21239
O -0.66471 0.23843 3.18972
O 2.95521 -4.11047 -2.26254
O -0.40274 2.36868 -3.60400
O -1.90049 0.49239 0.97388
O -1.77353 -5.65881 4.19968
O -5.92250 -0.64363 5.24547
O -6.65946 2.97103 -2.74171
O -4.43700 0.20482 7.12592
O -4.46106 -2.29866 6.56013
C 5.79883 -2.03465 -0.82300
C -3.26327 -0.59998 4.90854
C -4.64674 2.48267 -1.56717
C 4.77635 -5.06109 -6.20749
C 2.35701 -1.50484 2.56469
C 1.41727 -3.60664 0.53524
C -1.36281 1.67290 -2.86761
C -2.20240 -1.87535 -4.02512
C 0.73706 0.68904 -0.32985
C -2.89934 -2.92730 -4.77005
C -6.51614 -0.01345 2.12017
C 4.61011 -0.98509 3.03834
C -4.07190 -4.59686 6.16698
C 1.24175 -2.54249 2.72645
C 2.74650 3.35909 -0.26806
C -3.53559 -3.03201 1.59469
C 2.73031 -5.51712 -2.37013
C 3.00917 3.58484 -6.11742
C -3.00985 -1.91274 -1.70725
C -5.49247 0.41956 1.07932
C 3.23054 8.05432 -1.27048
C -4.88306 -3.38391 5.71113
C 4.54933 0.65259 -3.78309
C 1.10334 1.02318 6.08834
C 2.16568 0.06261 5.71944
C -1.90613 5.99275 3.47747
C 2.34249 5.93625 -1.84833
C -8.93770 -1.33493 3.38782
C -2.39384 -3.86717 2.06264
C 0.75628 2.79466 -5.80814
C 8.20493 0.98208 -1.00075
C 2.89450 -3.31978 -3.47636
C -0.98699 -6.89278 1.99364
C -4.44546 3.05934 3.42955
C 0.01605 6.54560 2.13239
C 6.16161 -3.54924 -0.78095
C -5.91889 1.94896 -2.13021
C 6.38835 -0.23592 -5.05904
C 4.16040 1.00282 6.80263
C 1.33003 4.85329 -1.44255
C -3.80557 4.08153 0.00517
C 3.95526 -3.52244 -4.54238
C -0.52144 2.62963 1.90471
C 7.03419 -1.54399 -5.53431
C 8.21701 -3.39214 -4.78932
C -0.09392 1.83325 -4.91578
C 0.42892 3.32660 5.75456
C -4.79096 -3.49643 -6.19441
C -3.28429 5.31601 3.48199
C -7.90259 2.55280 -3.11667
C 2.11272 0.17445 -0.72876
H -5.65929 1.45443 0.78046
H 2.30856 0.34267 -1.78775
H 0.51202 6.38111 1.17580
H 4.76892 -4.42823 -7.09492
H -4.37843 -2.99062 2.28462
H -3.43850 3.36131 0.73636
H -5.27124 3.24922 2.74390
H 6.83161 -3.74080 -1.61910
H -0.48593 -6.03086 1.55303
H 0.06908 0.12879 -0.98408
H 7.12829 0.22392 -4.40395
H 1.19237 3.98657 -2.08904
H 5.73532 -5.05044 -5.68945
H 6.64280 -3.81084 0.16145
H -8.59285 -2.21527 2.84544
H -6.55157 1.47561 -1.37937
H 2.68390 -1.33706 1.53849
H -2.03490 -1.78769 -1.23613
H 0.48978 2.85619 2.24265
H -3.04538 4.18546 -0.76904
H -3.01207 -4.40384 6.33313
H 5.54679 -1.32197 3.48246
H -2.23030 -3.36310 -5.51205
H 2.66704 -5.84346 -1.33206
H -8.57457 2.57716 -2.25879
H 2.54990 4.56422 -6.25147
H 5.22548 1.24382 -3.16553
H -2.52685 -1.33722 5.22831
H 6.11496 0.39508 -5.90473
H 4.89543 -3.43639 -3.99760
H 4.75532 0.99928 5.88931
H 0.76180 4.22132 5.22848
H 0.58214 2.58416 -6.86335
H -6.66194 0.83414 2.78982
H 1.95926 6.38566 -2.76445
H 3.58169 -5.95439 -2.89172
H 1.73997 -5.80475 -2.72312
H 3.63342 0.26942 -3.33322
H -3.73276 -1.31479 -1.15231
H -4.01361 5.70602 2.77200
H 2.52438 2.62595 -1.04348
H -4.05551 1.72775 -1.04887
H -5.38651 -2.99048 -6.95429
H 3.85458 3.74255 -5.44771
H 3.73641 3.80481 -0.36556
H -5.96958 -3.45629 5.75950
H 0.40095 3.78343 -5.51801
H -2.34490 1.60591 -3.33571
H 1.40647 -4.60428 0.09626
H -0.17279 7.60646 2.29675
H -4.06719 4.98209 0.56074
H 4.86974 -0.83481 1.99043
H 0.67209 6.31322 2.97126
H 2.86675 0.64005 -0.09413
H 7.84097 -1.20649 -6.18491
H -0.91925 0.69146 -2.69990
H -4.70546 -3.12103 4.66832
H -5.63336 -0.21411 0.20371
H 1.62146 -0.88121 5.75310
H -1.18189 -2.14929 -3.75754
H 1.92319 -0.59515 2.97985
H 1.17141 -2.92868 3.74331
H -7.90978 1.52780 -3.48737
H -1.32488 5.48802 4.24915
H -4.50508 0.27109 1.51649
H 3.31202 5.48950 -2.06861
H -2.02773 6.99899 3.87847
H -0.70753 2.99376 0.89433
H 2.39823 -3.26317 0.20683
H 5.09265 -1.84129 -0.01552
H 5.35918 -1.70316 -1.76371
H 4.17666 1.27592 -4.59592
H 3.45140 8.68485 -0.40923
H -8.34740 3.18210 -3.88753
H 7.93073 0.60450 -1.98581
H 2.53914 0.22998 4.70919
H 2.90977 -2.33240 -3.01489
H 0.41821 3.66628 6.79022
H 5.28117 -4.15611 -0.99224
H 8.64603 -3.94738 -3.95520
H -3.15346 -2.01296 1.53451
H -6.13267 -0.86642 2.68008
H 4.13703 7.72390 -1.77763
H -4.36337 -4.85573 7.18489
H -4.85630 3.04920 4.43911
H 0.28576 -2.11744 2.42065
H -5.71330 1.18678 -2.88182
H -4.01381 2.86731 -2.36689
H 0.38246 0.85713 -4.82445
H 2.73631 8.61712 -2.06237
H -4.07691 -4.16327 -6.67769
H 0.98940 1.15262 7.16461
H -3.94573 -3.17040 0.59433
H 4.76821 0.80711 7.68601
H 0.34269 5.27596 -1.25649
H 3.94543 -2.71064 -5.26969
H -4.09555 2.03314 3.31741
H -9.87365 -1.52686 3.91248
H 4.37489 -0.03478 3.51759
H 0.58091 1.76606 -0.39121
H 3.65701 1.94832 7.00443
H -5.38611 -4.01350 -5.44173
H -0.29463 -7.39889 2.66638
H -1.28448 -7.55876 1.18366
H -4.37559 -5.53964 5.71198
H -2.84292 0.40114 4.81283
H 2.20124 -0.90420 -0.59930
H -3.60278 -0.97296 3.94225
H 3.39471 3.23111 -7.07363
H -3.74218 5.36534 4.46991
H 4.61333 -6.10163 -6.48822
H -1.49201 2.25468 -1.95495
H -1.52130 -3.70860 1.42889
H 6.23462 -2.12122 -5.99863
H -2.13136 -3.48619 3.04958
H 8.08843 2.05317 -0.83549
H 9.15752 0.63105 -0.60394
H -3.34229 -2.95051 -1.73237
H 1.95519 -3.55004 -3.97913
H -3.19587 -3.68639 -4.04621
H 0.53359 -3.02330 0.27657
H -1.04165 1.64203 -5.41911
H 2.83923 2.88763 0.71032
H 7.52253 -4.04719 -5.31535
H -1.25878 3.02846 2.60139
H 9.05683 -3.16001 -5.44422
H 0.10159 0.75910 5.74943
H -2.04136 -1.01565 -4.67558
H -8.22184 -0.97690 4.12773
H -0.54431 2.98197 5.40505

Computed properties:
energy: -176721.9342 eV
LUMO energy: 0.006 hartree
frontier orbital gap: 0.348 hartree

These are the Mulliken partial charges, in e, on atoms 1 to 4: 0.915, 1.092, 1.126, 0.572

[2]
This record from the Open Molecules 2025 dataset describes C4H4O as an isolated structure. The level of theory is ωB97M-V with the def2-TZVPD basis set.

Positions of all 9 atoms, in Å:
O 0.61179 1.12475 -0.52643
C 0.00083 -0.30981 -0.26158
C -0.05621 -1.21892 -1.23631
C 0.36636 1.28085 0.84640
C -0.21959 0.07003 1.14264
H 0.37050 2.29982 1.38144
H -0.84532 -0.36526 1.84276
H 0.24585 -0.72716 -2.11147
H -0.47422 -2.15430 -1.07745

Computed properties:
energy: -6256.7608 eV
LUMO energy: 0.029 hartree
relative energy (zero: lowest compared OMol25 entry of this formula, charge and spin): 2.619 eV
frontier orbital gap: 0.356 hartree

These are the Mulliken partial charges, in e, on atoms 1 to 4: -0.412, 0.551, -0.724, -0.066

[3]
This record from the Open Molecules 2025 dataset describes C2H6N4OS as an isolated structure. The level of theory is ωB97M-V with the def2-TZVPD basis set.

Positions of all 14 atoms, in Å:
S -0.38487 0.84468 -0.56892
O 3.18955 -0.17754 -0.27165
N 1.57217 0.55230 1.17865
N -0.95182 -1.46843 0.61005
N 1.05038 0.12899 -0.96192
N -2.71692 -0.04191 -0.15864
C 2.00177 0.04757 -0.02688
C -1.47376 -0.50386 -0.04216
H -3.51127 -0.36365 0.69508
H 0.00607 -1.52106 0.56620
H 2.15640 0.92874 1.87121
H 1.21374 0.05706 -2.03314
H 0.95720 1.91117 0.52523
H -3.10864 -0.39407 -1.38311

Computed properties:
energy: -21008.7789 eV
LUMO energy: -0.026 hartree
relative energy (zero: lowest compared OMol25 entry of this formula, charge and spin): 6.527 eV
frontier orbital gap: 0.301 hartree

These are the Mulliken partial charges, in e, on atoms 1 to 4: -0.158, -0.628, -0.680, -0.659

[4]
This record from the Open Molecules 2025 dataset describes one molecule with the formula C2H5N3O3. The level of theory is ωB97M-V with the def2-TZVPD basis set.

Positions of all 13 atoms, in Å:
O 1.76594 1.19234 0.24901
O 1.88670 2.03977 -1.68346
O 0.39731 -1.83971 -0.33320
N 0.01672 -0.65818 -0.24976
N -0.66979 -0.03583 0.58757
N 1.46794 1.26363 -0.89798
C 0.30476 0.31183 -1.35209
C -1.20406 -0.72008 1.70195
H -1.23589 -1.77941 1.70510
H -0.57521 1.02854 -1.55429
H 0.66054 -0.06997 -2.28982
H -2.20346 -0.41768 1.53073
H -0.61151 -0.31525 2.58624

Computed properties:
energy: -12761.3440 eV
LUMO energy: 0.011 hartree
relative energy (zero: lowest compared OMol25 entry of this formula, charge and spin): 6.257 eV
frontier orbital gap: 0.386 hartree

These are the Mulliken partial charges, in e, on atoms 1 to 4: -0.521, -0.571, -0.678, 0.881

[5]
This record from the Open Molecules 2025 dataset describes InO4P as an isolated structure. The level of theory is ωB97M-V with the def2-TZVPD basis set.

Positions of all 6 atoms, in Å:
In -14.99115 -25.34270 10.15922
P -15.73931 -24.41125 7.41671
O -16.23653 -23.90876 6.12444
O -15.26422 -25.86777 7.46816
O -14.31944 -23.88964 7.77734
O -16.53299 -24.13893 8.68646

Computed properties:
energy: -22650.2243 eV
LUMO energy: -0.189 hartree
relative energy (zero: lowest compared OMol25 entry of this formula, charge and spin): 0.000 eV
frontier orbital gap: 0.204 hartree

These are the Mulliken partial charges, in e, on atoms 1 to 4: 0.746, 0.960, -0.547, -0.327

[6]
This record from the Open Molecules 2025 dataset describes a 9-piece molecular cluster, C8H35N16O9 overall. The level of theory is ωB97M-V with the def2-TZVPD basis set.

Positions of all 68 atoms, in Å:
O 4.89940 22.67439 -14.16121
O 8.94068 20.94491 -11.97269
O 6.06594 19.48198 -16.24440
O 6.26590 22.17413 -16.89598
O 3.86626 22.32711 -17.75203
O 8.27678 23.71351 -16.06052
O 4.93923 25.08376 -16.96248
O 8.40196 24.87968 -20.84387
O 7.74378 21.47068 -19.02874
N 7.74305 20.21098 -20.88747
N 2.80073 22.36920 -15.07197
N 10.37476 24.35820 -15.42625
N 7.26350 24.99098 -18.89228
N 3.44589 24.02836 -19.14058
N 6.85847 21.94118 -11.98099
N 5.17728 19.42055 -14.14834
N 7.89391 21.27984 -13.90356
N 5.49089 25.56885 -14.75072
N 6.17010 25.37766 -20.84072
N 8.51265 25.54767 -14.78639
N 4.35488 27.06961 -16.02055
N 2.89583 21.89729 -19.78490
N 6.06068 19.94237 -19.36908
N 5.89980 17.48773 -15.08340
N 3.08490 23.31337 -13.00192
C 5.00119 25.84854 -16.00117
C 7.93397 21.36692 -12.56347
C 3.65053 22.67625 -14.06985
C 5.73748 18.85091 -15.24317
C 7.33220 25.05807 -20.26908
C 7.19911 20.57086 -19.69547
C 9.01161 24.49228 -15.44924
C 3.37203 22.74043 -18.82172
H 5.41328 24.62762 -14.37559
H 5.36848 25.72119 -20.35324
H 5.38576 22.51515 -17.25099
H 1.82992 22.40219 -14.81669
H 6.16564 16.90420 -15.85398
H 6.68665 22.86730 -16.34321
H 5.66758 26.38340 -14.19260
H 3.72016 23.68244 -12.32155
H 3.89537 24.66936 -18.48706
H 8.12739 24.68026 -18.48117
H 7.15884 19.92112 -21.65190
H 4.28473 27.38702 -16.97440
H 5.67143 19.17780 -19.88532
H 2.63754 22.20744 -20.70068
H 8.78049 21.07994 -14.33052
H 5.82451 17.09573 -14.16730
H 6.86913 21.83227 -17.62277
H 7.10071 21.59919 -14.43266
H 2.10125 23.42325 -13.16145
H 3.04236 24.31690 -20.01421
H 7.49672 25.57177 -14.80009
H 8.61395 20.63110 -21.16332
H 6.75370 22.02482 -10.98816
H 2.94239 20.93085 -19.51549
H 6.38449 25.02569 -18.40429
H 6.08132 22.17839 -12.57638
H 8.97416 26.30960 -14.32688
H 3.96197 27.43102 -15.17634
H 6.07896 25.31844 -21.84142
H 10.75542 23.58069 -15.93528
H 4.90858 18.74828 -13.45991
H 4.91852 20.38813 -14.11139
H 10.91822 25.18121 -15.24281
H 5.59336 20.28273 -18.54329
H 3.05594 22.03472 -15.99380

Computed properties:
energy: -51136.2325 eV
LUMO energy: -0.082 hartree
relative energy (zero: lowest compared OMol25 entry of this formula, charge and spin): 0.748 eV
frontier orbital gap: 0.322 hartree
net charge: +1

These are the Mulliken partial charges, in e, on atoms 1 to 4: -0.598, -0.722, -0.507, 0.876